C11H14FNO2 | ωB97M-V/def2-TZVPD

XYZ file:
```
29
Properties=species:S:1:pos:R:3
C -0.50790 3.38674 -0.38606
C 0.50243 2.90301 -1.27591
C -0.63089 2.70614 0.76754
C 1.09767 1.67650 -1.00352
C 0.17144 1.66066 1.16360
C 1.01669 1.01653 0.20602
C 2.82266 -0.85690 -0.21473
C -2.48303 0.40804 -0.87956
C -1.29872 -1.77558 -0.33527
C 1.84962 -0.20582 0.54205
C -2.42248 -0.80711 -0.32522
N 1.69739 -0.87081 1.76067
O 3.52018 -1.85446 0.35068
O 3.14488 -0.66184 -1.51110
F -3.44196 -1.23459 0.52964
H -0.97134 4.36848 -0.49964
H 0.39205 3.27973 -2.37241
H -1.46433 2.87006 1.44257
H 1.70536 1.22365 -1.75428
H 0.09948 1.28694 2.12797
H -3.31766 1.01957 -0.78084
H -1.74276 0.57442 -1.60497
H 3.26996 -2.15132 1.23585
H -1.68971 -2.88647 -0.43539
H -0.67973 -1.61524 0.59141
H -0.69587 -1.47806 -1.31484
H 0.90485 -1.46784 1.80568
H 1.57990 -0.26365 2.52321
H 4.02398 -1.04303 -1.57891
```

Output
* highest occupied orbital energy: -7.6693 eV
* Kohn-Sham gap: 8.25 eV
* SMILES string: NC(=C(O)O)c1ccccc1.C=C(C)F
* charge: 0

***

C11H14I2N2 | ωB97M-V/def2-TZVPD

XYZ file:
```
29
Properties=species:S:1:pos:R:3
C -0.27668 -2.27982 -2.57446
C 0.73290 -2.56874 -1.70012
C -1.05650 -1.23652 -2.25014
C 0.88419 -1.99009 -0.49348
C -0.94130 -0.45053 -1.02353
C 0.06236 -0.87798 -0.13412
C -1.77368 0.73222 -0.90268
C -1.59337 1.82392 -0.12663
C -2.67335 2.88110 -0.09700
C 1.09749 0.64391 3.05767
C 1.01202 -0.26927 1.93969
N -0.06237 -0.32206 1.18501
N 3.56262 -0.13708 0.56263
I 2.77308 1.23392 -0.81754
I 4.62528 -1.73237 -0.02577
H -0.33023 -2.91457 -3.44757
H 1.28092 -3.46364 -1.89843
H -1.64011 -0.78023 -3.04563
H 1.78293 -2.34040 0.07962
H -2.72078 0.62800 -1.57083
H -0.64114 1.98831 0.32262
H -2.19849 3.87718 -0.22118
H -3.33172 2.68327 -0.87124
H -3.03725 2.96162 0.96984
H 2.09801 1.04633 3.13736
H 0.32325 1.39149 2.89381
H 1.06439 -0.01515 4.01969
H 1.71020 -1.01439 1.63868
H -0.73270 0.50157 1.39374
```

Output
* highest occupied orbital energy (alpha / beta): -6.3088 / -6.3106 eV
* Kohn-Sham gap (alpha / beta): 5.41 / 5.41 eV
* charge: 0

***

C11H14N2 | ωB97M-V/def2-TZVPD

XYZ file:
```
27
Properties=species:S:1:pos:R:3
C 1.32127 -0.78015 3.29951
C -1.53475 -0.77558 0.62712
C -1.31057 -2.00855 0.01168
C -0.77929 -0.35814 1.77150
C 0.38102 -1.02589 2.12624
C -0.32176 -2.85994 0.50952
C 0.54001 -2.26004 1.50897
H -2.20669 0.01013 0.23045
H -1.93430 -2.34852 -0.80015
H -1.04299 0.56129 2.19880
H -0.18471 -3.90420 0.16527
H 0.67058 -0.43424 4.02387
H 1.92957 0.01696 2.97125
H 1.36391 -2.90065 1.94653
H 2.03617 -1.55014 3.59159
C -1.45439 0.85466 -2.74504
C 1.25103 1.78171 -0.59090
C -0.21282 1.52387 -2.18435
C 0.58539 2.53358 -2.60920
N 0.13955 1.07360 -0.85957
N 1.52347 2.68596 -1.56515
H 1.66399 1.93654 0.37618
H 2.45218 3.10877 -1.67253
H 0.57289 3.12735 -3.52890
H -1.27954 0.30276 -3.59616
H -2.21171 1.52796 -3.06886
H -1.95751 0.16090 -2.13768
```

Output
* <S²>: 0.7502
* highest occupied orbital energy (alpha / beta): 1.1080 / -5.2971 eV
* Kohn-Sham gap (alpha / beta): 2.30 / 8.63 eV
* spin multiplicity: 2
* charge: -1

***

C11H14N2 | ωB97M-V/def2-TZVPD

XYZ file:
```
27
Properties=species:S:1:pos:R:3
C -2.84353 -0.59859 -1.09213
C 0.89626 -0.67587 -1.45457
C -0.39511 -0.88248 -1.02632
C 1.17609 0.35797 -2.35372
C -1.47125 -0.12489 -1.50779
C 0.12242 1.15337 -2.75912
C -1.20159 0.88666 -2.41180
H 1.70044 -1.30832 -1.10897
H -0.61943 -1.63401 -0.29100
H 2.18112 0.43260 -2.74434
H 0.30909 1.99155 -3.42326
H -3.61253 -0.15089 -1.72378
H -2.99049 -0.33611 -0.04567
H -1.95610 1.46441 -2.93086
H -2.92792 -1.66349 -1.25778
C -0.22144 1.24455 1.25123
C 1.95282 0.31452 2.15590
C 0.61210 0.24836 1.95845
C 1.12953 -1.46573 3.13025
N 2.27141 -0.77541 2.93927
N 0.11307 -0.87154 2.58068
H 2.74464 0.92167 1.75500
H 3.15315 -0.93619 3.38146
H 0.34436 1.70869 0.48268
H -0.40870 2.13951 1.86377
H 1.16982 -2.40676 3.65561
H -1.22823 0.96641 0.97682
```

Output
* highest occupied orbital energy: -8.4679 eV
* Kohn-Sham gap: 9.35 eV
* SMILES string: Cc1c[nH]cn1.Cc1ccccc1
* charge: 0

***

C11H14N2 | ωB97M-V/def2-TZVPD

XYZ file:
```
27
Properties=species:S:1:pos:R:3
C 0.40616 -0.60200 2.13052
C 1.35340 3.53445 2.09538
C 0.04976 3.11750 2.38564
C 2.37782 2.57203 1.90424
C -0.30828 1.76219 2.46222
C 2.00320 1.25740 1.81489
C 0.72610 0.87287 2.17620
H 1.60063 4.57024 2.08351
H -0.50894 4.03380 2.31161
H 3.28547 3.08119 1.58944
H -1.32725 1.45064 2.48965
H 2.82012 0.54011 1.57158
H 1.03861 -1.27494 1.60221
H -0.45712 -0.62704 1.43164
H -0.01130 -0.97974 3.09920
C -1.44836 -3.79457 -1.38829
C -1.43688 -0.76012 -3.27204
C -1.16451 -2.49984 -2.07049
C 0.03335 -1.87452 -2.15842
N -2.14872 -1.77484 -2.75553
N -0.13694 -0.74654 -2.92933
H -1.94836 0.07274 -3.69722
H 0.52198 -0.17450 -3.45551
H 0.94853 -2.24695 -1.76745
H -2.37488 -3.80897 -0.75533
H -0.64114 -4.36497 -0.85426
H -1.86430 -4.50303 -2.09201
```

Output
* highest occupied orbital energy: -8.6583 eV
* Kohn-Sham gap: 9.39 eV
* SMILES string: Cc1c[nH]cn1.Cc1ccccc1
* charge: 0

***

C11H14N2 | ωB97M-V/def2-TZVPD

XYZ file:
```
27
Properties=species:S:1:pos:R:3
C 1.12856 4.05974 1.22542
C -0.07177 1.98166 0.32045
C 0.84083 3.00776 0.20476
C 0.71278 2.15004 -1.73933
N -0.14426 1.46078 -0.95937
N 1.34765 3.07021 -1.06083
H -0.23075 1.33428 1.16754
H -0.86057 0.83019 -1.27860
H 1.07253 5.06481 0.80949
H 2.09412 3.89890 1.69086
H 0.70601 1.96015 -2.80401
H 0.36611 4.02256 2.00818
C -1.06638 -3.05308 -1.94323
C 0.93916 -1.28205 0.71513
C 0.18084 -1.46944 1.86480
C 0.51215 -1.76383 -0.50673
C -0.71416 -2.43016 -0.59800
C -1.08655 -1.99920 1.73298
C -1.51768 -2.53928 0.51475
H 1.92100 -0.84730 0.84590
H 0.48126 -1.17609 2.86404
H 1.12681 -1.54751 -1.37381
H -1.75835 -2.06153 2.58376
H -2.00124 -3.58225 -1.82856
H -0.30334 -3.73197 -2.31386
H -2.42252 -3.13176 0.48658
H -1.25223 -2.22565 -2.62830
```

Output
* highest occupied orbital energy: -8.4301 eV
* Kohn-Sham gap: 9.18 eV
* SMILES string: Cc1c[nH]cn1.Cc1ccccc1
* charge: 0

***

C11H14N2O3 | ωB97M-V/def2-TZVPD

XYZ file:
```
30
Properties=species:S:1:pos:R:3
C -3.31520 0.44926 0.96006
C -2.33653 -0.36682 0.01664
C -0.27787 -1.62574 -0.36434
C 0.83154 -2.03126 0.65740
C 0.26951 -0.82757 -1.41701
C 1.21561 0.24330 -0.98427
C 2.56274 -0.12544 -0.71742
C 0.79394 1.47760 -0.48447
C 3.44108 0.80832 -0.00314
C 1.63210 2.31035 0.31904
C 2.98495 1.97812 0.59842
H -4.21974 0.64792 -0.70466
H -3.80094 2.15706 -0.11297
H -2.68550 1.09719 1.59007
H -3.98726 -0.15450 1.57892
H -0.92533 -0.38934 1.39460
H -0.75469 -2.49595 -0.79130
H -0.57176 -0.42562 -2.00965
H 0.70058 -1.52804 -2.15552
H 2.93780 -1.15725 -0.86335
H -0.29584 1.90811 -0.74955
H 4.42000 0.34297 0.20597
H 1.10743 3.13939 0.63306
H 3.62071 2.82436 1.07595
H 2.19436 -3.34578 0.82074
N -4.17772 1.17989 0.19846
N -1.22935 -0.83722 0.56609
O -2.70035 -0.72130 -1.11755
O 0.91297 -1.58780 1.72850
O 1.65278 -2.94424 0.13129
```

Output
* highest occupied orbital energy: -9.1229 eV
* Kohn-Sham gap: 9.64 eV
* SMILES string: NCC(=O)N[C@@H](Cc1ccccc1)C(=O)O
* charge: 0

***

C11H14N2O4S2Se2Ti | ωB97M-V/def2-TZVPD

XYZ file:
```
36
Properties=species:S:1:pos:R:3
Ti -1.69099 -0.33856 -0.28341
O 1.03580 3.97363 -2.16153
C 1.53401 2.65059 -1.96448
C 1.64514 2.24673 -0.49005
C 2.85046 2.99840 0.09253
O 3.08860 2.76845 1.48067
C 1.92087 0.73892 -0.37570
Se 0.75714 -0.54843 -1.31376
C 0.40199 2.68704 0.29936
Se -1.31203 2.25192 -0.54321
H 0.08490 3.90152 -1.98193
H 2.52663 2.61948 -2.42815
H 0.89803 1.92474 -2.47204
H 2.70790 4.07115 -0.09065
H 3.76233 2.68283 -0.42484
H 2.23210 2.62262 1.89893
H 1.93236 0.46617 0.67807
H 2.92295 0.54571 -0.76975
H 0.42799 3.77212 0.42199
H 0.39272 2.22454 1.28749
S -3.52464 -1.65280 1.04049
C -2.50819 -2.95416 0.59777
C -2.82379 -4.32058 0.75482
C -1.90139 -5.26964 0.39109
C -0.66676 -4.87391 -0.13060
C -0.43041 -3.52132 -0.27536
N -1.32011 -2.59301 0.07080
H -3.78960 -4.58664 1.16272
H -2.13137 -6.32376 0.50968
H 0.08697 -5.59364 -0.41993
H 0.49834 -3.13311 -0.67760
O -2.42797 -1.03938 -1.81263
O -3.04847 0.19715 -1.40675
S -0.49288 -0.23036 2.11410
C -1.47817 0.55630 3.22100
N -2.16047 1.07930 4.00086
```

Output
* highest occupied orbital energy: -1.1888 eV
* Kohn-Sham gap: 6.00 eV
* charge: -2

***

C11H14N2O4S2Se2Ti | ωB97M-V/def2-TZVPD

XYZ file:
```
36
Properties=species:S:1:pos:R:3
Ti 0.83036 -0.82305 -0.65207
O -1.34523 4.97411 -0.28623
C -1.91227 3.66643 -0.34169
C -0.87913 2.54881 -0.53418
C -1.67856 1.24650 -0.46876
O -1.01539 0.16934 -1.15110
C 0.17295 2.61763 0.58582
Se 0.93340 0.91480 1.24472
C -0.20157 2.69240 -1.90818
Se -1.37679 2.34142 -3.45621
H -0.93189 5.12014 -1.14386
H -2.63622 3.60544 -1.16062
H -2.43223 3.52816 0.61119
H -2.64284 1.38036 -0.96087
H -1.81743 0.92358 0.56203
H -1.10214 0.40068 -2.12595
H -0.27200 3.06640 1.47644
H 0.99698 3.26087 0.28008
H 0.64846 2.01100 -1.95763
H 0.23155 3.69401 -1.98678
S 3.76819 -1.90523 1.25456
C 2.25603 -2.55909 1.60558
C 2.13860 -3.58865 2.59325
C 0.93017 -4.02986 3.03126
C -0.24311 -3.47929 2.47783
C -0.08676 -2.57167 1.47320
N 1.09971 -2.14218 0.98940
H 3.06547 -3.96568 3.00083
H 0.87149 -4.79067 3.80224
H -1.23116 -3.77430 2.80010
H -0.96587 -2.15183 0.99550
O 2.27509 -1.40592 -1.57360
O 1.87150 -0.05931 -1.90574
S -0.66773 -2.55892 -1.84931
C 0.35760 -3.74673 -2.43948
N 0.99077 -4.60971 -2.88178
```

Output
* highest occupied orbital energy: -1.5591 eV
* Kohn-Sham gap: 6.26 eV
* charge: -2

***

C11H14N4O | ωB97M-V/def2-TZVPD

XYZ file:
```
30
Properties=species:S:1:pos:R:3
N 1.10256 0.49435 1.71562
N 0.35530 -0.02609 0.65276
O -4.21632 -1.92042 -3.43957
C 2.39942 0.25261 1.90098
C -0.81780 0.55571 0.39723
C -2.39767 -2.04457 -1.81956
C -1.49781 -1.40928 -0.95377
C -3.52266 -0.00497 -2.19100
C -3.41065 -1.36905 -2.49901
C -1.69605 -0.01275 -0.61660
C -2.65063 0.72297 -1.31897
N 3.13663 0.55303 3.02840
N 3.26167 -0.43733 0.98116
C -2.92014 2.22145 -1.15931
C 4.58459 0.61148 2.58851
C 4.56789 -0.55647 1.57758
H -4.65454 -2.78022 -3.13516
H -1.03166 1.57536 0.91107
H -2.40652 -2.99844 -2.19288
H -0.72210 -2.10165 -0.57126
H -4.21447 0.57011 -2.71658
H 2.77803 1.33350 3.54475
H 2.79481 -1.17720 0.44129
H -2.41684 2.60236 -0.26419
H -3.89740 2.54881 -1.25986
H -2.48680 2.64011 -2.02064
H 5.31830 0.42875 3.38899
H 4.73373 1.60205 2.13465
H 5.24919 -0.39326 0.78261
H 4.67797 -1.48094 2.11280
```

Output
* highest occupied orbital energy: -7.3994 eV
* Kohn-Sham gap: 8.11 eV
* SMILES string: Cc1cc(O)ccc1/C=N/N=C1NCCN1
* charge: 0

***

C11H14NO | ωB97M-V/def2-TZVPD

XYZ file:
```
27
Properties=species:S:1:pos:R:3
C 4.04181 0.90842 1.09747
C 3.24389 0.99661 2.21210
C 3.59080 0.45098 -0.18308
C 1.96454 0.64100 2.11605
C 2.22995 0.07698 -0.31822
C 1.42142 0.24079 0.84956
C 0.05421 0.11284 0.79218
C -1.47425 -0.46502 -2.26944
C -2.12866 -0.45597 -0.89379
C -2.75965 -1.75313 -0.42236
C -2.98790 0.72857 -0.40592
N -0.73694 -0.50901 -0.45031
O -0.19652 -0.43626 -1.69349
H 5.09553 1.20011 1.32209
H 3.53024 1.15959 3.23897
H 4.38214 0.40771 -0.84073
H 1.38241 0.70159 3.07619
H 1.67247 -0.34323 -1.12769
H -0.44348 0.35297 1.73076
H -1.70474 -1.55650 -2.80241
H -1.81376 0.38447 -2.93777
H -2.26020 -2.54321 -0.77579
H -3.67887 -1.76856 -0.95292
H -2.88219 -1.91174 0.57302
H -3.47611 1.21671 -1.16700
H -2.43175 1.65901 -0.11049
H -3.63439 0.50430 0.34301
```

Output
* highest occupied orbital energy (alpha / beta): -12.6166 / -12.6114 eV
* Kohn-Sham gap (alpha / beta): 7.19 / 7.19 eV
* charge: +1

***

C11H14O | ωB97M-V/def2-TZVPD

XYZ file:
```
26
Properties=species:S:1:pos:R:3
C 1.61139 -1.03786 -3.68848
C 1.55425 0.97822 -2.20287
C 1.02746 -2.22614 -3.54654
C 1.27033 -0.33162 -2.42287
C 0.37905 -1.23722 -1.68155
C -0.66430 0.72766 0.26683
C 1.21586 1.72745 -0.98934
C 0.80661 1.05925 0.32117
C -0.35380 -1.47584 1.72918
C -2.39167 0.33561 1.74180
C -1.23803 -0.36999 1.01743
O 0.30019 -2.31783 -2.34836
H 2.25826 -0.55720 -4.36245
H 2.08358 1.66442 -2.84227
H 1.00395 -3.13833 -4.23392
H 1.98196 2.59542 -0.69987
H 0.48657 2.36912 -1.44162
H 0.61094 1.79155 1.12964
H 1.32654 0.13835 0.45488
H 0.15812 -2.15498 1.09555
H -1.03935 -2.04575 2.20389
H 0.31133 -0.93810 2.42394
H -3.20129 0.77532 1.02221
H -2.02154 1.13496 2.38433
H -2.83919 -0.36975 2.56313
H -1.93466 -0.96367 0.29591
```

Output
* highest occupied orbital energy: -7.2245 eV
* Kohn-Sham gap: 6.94 eV
* charge: 0

***

Here are the calculated ΔE to the lowest compared entry with this formula, charge and spin numbers, same order: 60.1, 23.1, 31.6, 7.3, 33.2, 10.4, 58.2, 0.0, 14.5, 57.9, 92.3, 188.3 (kcal/mol).
Here are the calculated electronic energy numbers, same order: -19934.193, -30810.150, -14611.645, -14614.105, -14612.980, -14613.969, -20755.882, -198285.421, -198284.790, -19639.561, -15159.151, -13672.570 (eV).